18
Properties=species:S:1:pos:R:3:nbo_charge:R:1 method="wB97M-V/def2-TZVPD" smiles="NCC=O.NCC=O"
O -0.44231 -1.04324 0.92046 -0.577
O 0.54347 1.75923 -1.24870 -0.521
N -2.41266 0.70278 0.71151 -0.812
N 2.34986 -1.97528 0.06009 -0.789
C 0.24807 -0.73078 -0.07511 0.339
C -1.86665 1.18873 -0.46130 -0.234
C 1.78083 -0.64096 0.05883 -0.306
C -0.10159 1.37184 -0.30994 0.327
H -0.05472 -1.10249 -1.07433 0.139
H 2.16953 -2.45452 -0.81534 0.358
H -1.95814 -0.19093 0.99639 0.410
H 0.08174 1.75200 0.72403 0.106
H 1.96260 -2.53125 0.81393 0.366
H 2.19400 -0.07252 -0.77593 0.216
H -2.14416 2.21824 -0.68620 0.217
H -2.39245 1.37065 1.47414 0.362
H -1.99274 0.51971 -1.30777 0.192
H 2.03532 -0.14120 0.99524 0.207

=====

9
Properties=species:S:1:pos:R:3:nbo_charge:R:1 method="wB97M-V/def2-TZVPD" charge=+1
O 1.58093 0.16289 -0.63435 -0.308
N -0.77783 -0.59734 -0.10289 -0.736
N 0.92765 1.25669 0.15360 -0.269
C 0.61260 -0.12737 0.31435 0.303
H -0.99612 -1.65643 -0.36768 0.486
H -1.24237 -0.49811 0.84980 0.460
H -1.20547 0.01988 -0.79196 0.460
H 0.21515 2.06234 -0.72358 0.378
H 0.88546 -0.62254 1.30271 0.227

=====

Molecular formula: HNO2S2
Method: DFT, ωB97M-V/def2-TZVPD

```
6
Properties=species:S:1:pos:R:3:nbo_charge:R:1
S 0.55440 -1.26994 -0.31177 0.823
S -2.02139 0.60887 -0.19863 1.176
O 1.56859 -0.50285 0.60758 -0.867
O -0.91935 -0.77616 0.00406 -0.954
N -1.40140 1.91371 -0.25314 -0.676
H 2.21915 0.02636 0.15191 0.498
```

=====

39
Properties=species:S:1:pos:R:3:nbo_charge:R:1 method="wB97M-V/def2-TZVPD" smiles="O=C(Nc1nncs1)c1cccc(S(=O)(=O)N2CCCCC2)c1"
S 3.55340 3.12866 -2.11065 0.413
S -1.76358 -1.20478 2.05509 2.304
O 1.14562 3.39375 -1.16621 -0.585
O -0.66367 -1.23428 2.97202 -0.935
O -3.09538 -1.35126 2.57411 -0.941
N 1.87935 1.27036 -1.00794 -0.608
N 3.98010 0.61479 -1.80407 -0.304
N -1.44000 -2.29581 0.82121 -0.680
N 5.07537 1.09056 -2.38024 -0.239
C -1.67610 0.31807 1.11171 -0.243
C -1.45476 2.61616 -0.37485 -0.133
C -0.33274 1.80559 -0.19142 -0.154
C -2.52635 -4.98920 0.18685 -0.401
C 5.03091 2.35095 -2.60753 -0.186
C -2.60290 -2.48637 -0.03603 -0.244
C -2.67642 2.27077 0.17304 -0.210
C -2.79317 1.10651 0.91858 -0.193
C -0.78770 -3.52480 1.24769 -0.234
C 3.08934 1.52745 -1.58942 0.191
C -1.81017 -4.62778 1.49700 -0.425
C -0.44972 0.64816 0.57340 -0.179
C 0.93932 2.25018 -0.81738 0.671
C -2.51160 -3.80679 -0.78959 -0.410
H 1.70606 0.31003 -0.74802 0.427
H -1.34120 3.51979 -0.95497 0.242
H 5.83316 2.89036 -3.06745 0.221
H -3.72675 0.80151 1.36445 0.248
H -3.53530 2.90621 0.02221 0.227
H -2.52771 -4.25722 2.23164 0.212
H -0.23663 -3.28185 2.15656 0.245
H -3.34947 -3.87941 -1.48360 0.224
H -2.63890 -1.64275 -0.73428 0.205
H 0.38293 0.00199 0.80409 0.232
H -3.55617 -5.27441 0.40523 0.209
H -3.51613 -2.46704 0.57168 0.209
H -1.31747 -5.50330 1.91977 0.220
H -0.07235 -3.82603 0.47554 0.195
H -1.59226 -3.81153 -1.37688 0.203
H -2.04011 -5.84480 -0.28433 0.208

=====

Molecular formula: C40H36AsNO4PRhS2
Method: DFT, ωB97M-V/def2-TZVPD

```
86
Properties=species:S:1:pos:R:3:lowdin_charge:R:1
Rh 1.01587 -1.46042 -0.50374 0.527
As -1.20254 -1.42556 -1.43845 1.292
S 1.67899 -1.85123 -2.69115 0.660
S -0.44946 -1.08902 2.52825 0.559
P 1.62223 0.64033 -0.45202 0.923
O 3.85479 -3.11924 1.80879 0.063
O 2.78944 -2.14556 0.13014 -0.228
O -1.70109 -0.80350 1.85255 -0.334
O -0.49142 -1.81299 3.77166 -0.287
N 0.53304 -1.81949 1.51243 -0.315
C 2.67336 1.10316 -1.86360 -0.240
C 0.37329 -1.34885 -3.75976 -0.678
C -1.38264 -6.11869 -0.94369 -0.077
C 0.64823 -1.18339 -5.12058 -0.119
C -5.33531 -1.28610 -0.74741 -0.069
C -1.93156 -0.73305 -4.19702 -0.090
C -1.18122 -5.57077 -2.20194 -0.071
C 1.26390 0.58470 3.82089 -0.049
C 2.83025 -2.70396 1.30602 -0.646
C 1.68424 4.32401 4.30819 -0.034
C -1.64086 -0.55717 -5.54026 -0.086
C -4.03332 -1.74238 -0.88898 -0.078
C 1.48574 -2.77982 2.04656 -0.174
C -1.51703 -3.91295 0.00279 -0.122
C -3.29434 0.52006 -1.24460 -0.118
C 1.71340 1.80990 4.28713 -0.008
C -1.31635 -3.36230 -1.26041 -0.370
C -5.61825 0.06777 -0.84700 -0.077
C 3.81722 3.16131 1.81734 -0.093
C 4.71476 2.36760 2.51172 -0.075
C -0.93415 -1.13784 -3.31845 -0.400
C -1.14591 -4.19481 -2.36370 -0.093
C 4.64261 0.98877 2.38630 -0.058
C 1.16813 3.00937 3.80722 -0.271
C -0.38802 1.69773 2.38702 -0.186
C 2.84463 2.57591 1.02259 -0.094
C -3.00788 -0.83259 -1.11811 -0.356
C 3.68976 0.39960 1.57025 -0.058
C -0.79405 3.74246 -1.48541 -0.088
C -1.73947 2.86443 0.54353 -0.090
C 0.24326 0.51461 2.90303 -0.219
C 0.28049 1.83830 -0.39564 -0.328
C -0.76821 1.77087 0.63081 -0.208
C -1.55376 -5.29153 0.15607 -0.070
C -0.34864 -0.79236 -5.99523 -0.083
C -1.75169 3.78181 -0.45987 -0.098
C 0.19770 2.78294 -1.41992 -0.115
C -4.59763 0.97077 -1.10423 -0.069
C 2.76776 1.18378 0.88418 -0.294
C 0.18629 2.94164 2.85154 0.014
H -1.45944 1.64602 2.61357 0.154
H 2.60971 4.59539 3.79970 0.065
H -2.51783 4.54832 -0.46658 0.109
H -2.41364 -0.23983 -6.22729 0.102
H 3.87285 4.24056 1.88464 0.105
H -1.23674 0.78528 0.64487 0.072
H -1.04414 -6.21675 -3.05923 0.106
H 1.65940 -2.65486 3.11449 0.111
H 2.98777 2.13949 -1.74565 0.056
H -2.51223 1.22884 -1.48572 0.094
H 1.65513 -1.35473 -5.47967 0.101
H -1.71264 -5.71520 1.13930 0.109
H 1.68532 -0.33087 4.21898 0.125
H -1.65106 -3.26963 0.86317 0.089
H 5.47565 2.82168 3.13375 0.108
H -6.13052 -1.99527 -0.55844 0.107
H 1.09537 -3.79749 1.90970 0.122
H -0.97766 -3.76950 -3.34541 0.101
H 1.90215 4.27564 5.37536 0.085
H 2.49956 1.83867 5.03035 0.123
H 3.55150 0.45910 -1.82023 0.059
H -2.93786 -0.56474 -3.83214 0.101
H 2.17120 0.94317 -2.81701 0.031
H 3.71943 -0.67879 1.44639 0.084
H 0.96023 5.12112 4.14267 0.082
H 0.94897 2.78601 -2.19810 0.091
H -0.11229 -0.65901 -7.04321 0.105
H -4.81035 2.02787 -1.20144 0.107
H -3.82643 -2.80043 -0.80596 0.099
H 5.35030 0.35426 2.90359 0.114
H -2.48655 2.92348 1.32670 0.120
H -1.40366 -7.19377 -0.82061 0.105
H 2.14649 3.20969 0.48908 0.108
H -0.81359 4.45725 -2.29508 0.097
H -0.20298 3.85499 2.41337 0.126
H -6.63600 0.41778 -0.73375 0.104
```

=====

18
Properties=species:S:1:pos:R:3:nbo_charge:R:1 method="wB97M-V/def2-TZVPD" spin_multiplicity=2 charge=-1
S 2.01995 -2.02261 -1.17861 -0.312
O -2.40390 1.87706 -1.75789 -1.031
O -4.51138 5.22771 2.57882 -0.965
O 0.20726 1.17212 -0.41209 -1.201
C 1.86700 -3.29471 0.17909 -0.505
C 2.09843 -2.69691 1.57227 -0.625
H -2.06092 1.55979 -0.91175 0.477
H 2.50222 -4.09641 -0.18919 0.211
H 3.10967 -2.30265 1.70379 0.208
H 0.19757 2.06410 -0.81231 0.368
H -4.52572 6.04994 2.09658 0.457
H -5.41179 4.93900 2.59915 0.459
H 0.73087 0.71537 -1.11725 0.345
H 1.85391 -3.42822 2.34096 0.191
H 1.43809 -0.84550 -0.99407 0.091
H 0.84165 -3.68662 0.16891 0.194
H -2.55098 2.81552 -1.54049 0.415
H 1.40797 -1.87163 1.71762 0.222

=====

17
Properties=species:S:1:pos:R:3:nbo_charge:R:1 method="wB97M-V/def2-TZVPD" smiles="NC(=O)[N@@H+](N)[O-].C=C"
O 1.18781 1.02295 1.26590 -0.619
O 0.91848 -1.10698 -1.43164 -0.679
N 1.09557 1.18615 -1.52170 -0.668
N 0.64643 0.02007 -0.81689 -0.004
N 1.72386 -1.19187 0.80389 -0.827
C -2.12817 0.07144 1.16847 -0.349
C -2.35355 0.01986 -0.13303 -0.453
C 1.24911 0.00765 0.62994 0.749
H -2.11891 1.00268 1.71094 0.204
H 1.59440 -1.70430 -0.13133 0.455
H -0.38565 0.15805 -0.68058 0.409
H -2.57759 0.90655 -0.70741 0.207
H 1.94546 0.92823 -2.01930 0.374
H -1.92834 -0.81550 1.74746 0.198
H 1.30287 1.91223 -0.83530 0.376
H -2.38571 -0.91516 -0.67075 0.212
H 2.21393 -1.50205 1.62134 0.415

=====

Calculated energy above the lowest of the compared OMol25 structures with the same formula, charge and spin, 4.373; 5.327; 0.889; 0.684; 2.770; 1.044; 5.071 eV (same order as the records).
Calculated DFT total energy, -418.3003; -225.4113; -1002.0962; -1784.1977; -5385.5826; -707.2329; -434.3398 Ha (same order as the records).